Molecular formula: C33H86N2O11
Method: DFT, ωB97M-V with the def2-TZVPD basis set

Structure (XYZ):
```
132
C33H86N2O11 (ωB97M-V with the def2-TZVPD basis set)
C 3.39 -1.59 1.02
O 2.64 -0.70 1.79
C 3.26 0.54 2.00
C 2.30 1.46 2.73
N 2.79 2.83 2.59
C 2.01 3.76 3.42
C 2.68 5.14 3.45
O 3.66 5.08 4.49
C 4.70 6.01 4.28
H 2.80 -2.41 0.63
H 4.29 -1.96 1.53
H 3.80 -1.05 0.15
H 3.49 0.98 1.02
H 4.16 0.36 2.61
H 2.25 1.17 3.79
H 1.31 1.33 2.30
H 3.76 2.87 2.89
H 1.87 3.40 4.44
H 1.03 3.87 2.94
H 1.95 5.91 3.70
H 3.11 5.35 2.47
H 4.35 7.02 4.06
H 5.36 5.69 3.47
H 5.34 6.04 5.16
C -0.23 -2.35 2.37
O -0.43 -3.09 3.56
C -0.47 -4.48 3.26
C -0.79 -5.35 4.46
N -2.17 -5.32 4.97
C -2.62 -3.99 5.37
C -4.00 -4.06 5.98
O -4.90 -4.45 4.98
C -6.25 -4.49 5.34
H -1.08 -2.50 1.70
H 0.71 -2.57 1.87
H -0.09 -1.31 2.65
H 0.53 -4.76 2.89
H -1.21 -4.66 2.47
H -0.06 -5.16 5.25
H -0.61 -6.38 4.15
H -2.74 -5.61 4.18
H -2.57 -3.24 4.57
H -1.95 -3.60 6.14
H -4.22 -3.06 6.39
H -3.99 -4.74 6.83
H -6.90 -4.70 4.49
H -6.57 -3.51 5.73
H -6.50 -5.24 6.10
C -0.42 0.02 -0.93
C 0.47 0.29 -2.15
C 1.96 0.12 -1.93
O 0.06 -0.62 -3.19
H 0.02 0.39 0.00
H -0.70 -1.02 -0.76
H -1.37 0.56 -1.06
H 0.23 1.29 -2.53
H 2.54 0.49 -2.77
H 2.14 -0.91 -1.62
H 2.29 0.76 -1.11
H -0.73 -0.25 -3.62
C -2.73 2.74 -4.41
C -2.25 1.52 -5.21
C -0.81 1.61 -5.65
O -2.34 0.37 -4.35
H -2.75 3.64 -5.03
H -2.11 2.87 -3.52
H -3.79 2.64 -4.13
H -2.93 1.43 -6.06
H -0.67 2.44 -6.35
H -0.46 0.68 -6.10
H -0.17 1.75 -4.77
H -3.28 0.23 -4.17
C 0.67 4.99 -0.73
C 1.35 3.64 -0.89
C 2.86 3.74 -0.88
O 0.93 2.76 0.17
H 0.83 5.62 -1.61
H 0.99 5.49 0.18
H -0.42 4.92 -0.64
H 1.00 3.12 -1.79
H 3.28 4.34 -1.69
H 3.30 2.75 -0.77
H 3.15 4.33 0.00
H 1.44 3.00 0.97
C 2.95 -3.24 -3.81
C 2.21 -2.98 -5.12
C 1.09 -3.98 -5.39
O 1.74 -1.64 -5.12
H 3.42 -4.23 -3.78
H 2.21 -3.27 -3.01
H 3.74 -2.53 -3.58
H 2.96 -3.07 -5.92
H 0.35 -3.93 -4.58
H 1.51 -4.98 -5.53
H 0.57 -3.72 -6.31
H 1.22 -1.50 -4.29
C 4.87 1.73 -3.30
C 5.95 2.68 -3.81
C 6.76 3.35 -2.73
O 6.78 2.02 -4.76
H 5.39 1.03 -2.64
H 4.28 1.31 -4.11
H 4.12 2.25 -2.70
H 5.39 3.48 -4.31
H 7.42 4.15 -3.06
H 7.39 2.62 -2.21
H 6.15 3.80 -1.94
H 6.30 1.95 -5.59
C -5.59 1.60 1.01
C -5.21 1.59 -0.47
C -3.98 0.73 -0.75
O -6.26 1.01 -1.24
H -4.94 2.34 1.50
H -5.41 0.66 1.53
H -6.61 1.96 1.09
H -5.03 2.60 -0.84
H -3.40 1.07 -1.60
H -4.24 -0.33 -0.76
H -3.34 0.81 0.14
H -7.07 1.54 -1.22
C -3.48 -3.78 0.33
C -4.12 -3.56 1.68
C -5.33 -2.64 1.56
O -4.51 -4.81 2.21
H -2.62 -4.45 0.34
H -3.21 -2.82 -0.12
H -4.22 -4.22 -0.34
H -3.37 -3.06 2.31
H -6.18 -3.11 1.08
H -5.04 -1.77 0.96
H -5.62 -2.20 2.53
H -4.75 -4.68 3.15
```

Properties
Calculated total energy = -2245.9570 a.u.
Spin multiplicity = 1
Energy relative to the best compared isomer or geometry (same formula, charge and spin) = 1.549 eV
SMILES string = COCCNCCOC.COCCNCCOC.CC(C)O.CC(C)O.CC(C)O.CC(C)O.CC(C)O.CC(C)O.CC(C)O
HOMO = -8.7 eV
HOMO-LUMO gap = 9.20 eV
E_LUMO = 0.019 hartree

---

Molecular formula: C8H6
Method: DFT, ωB97M-V with the def2-TZVPD basis set

Structure (XYZ):
```
14
C8H6 (ωB97M-V with the def2-TZVPD basis set)
C 0.03 1.58 0.02
C -0.38 0.19 0.03
C 1.44 1.56 -0.14
C 1.95 0.30 0.06
C -1.69 0.18 0.01
C 0.98 -0.74 0.09
C -2.99 0.46 0.01
C 0.93 -2.03 -0.15
H 2.12 2.40 -0.07
H 2.87 0.27 0.51
H -3.34 0.47 1.05
H -3.64 0.52 -0.86
H -0.02 -2.44 -0.43
H 1.73 -2.71 -0.13
```

Properties
Calculated total energy = -308.1831 a.u.
Spin multiplicity = 1
Energy relative to the best compared isomer or geometry (same formula, charge and spin) = 3.145 eV
HOMO (alpha / beta) = -7.9 / -7.9 eV
HOMO-LUMO gap (alpha / beta) = 6.94 / 6.95 eV
E_LUMO (alpha / beta) = -0.034 / -0.034 hartree

---

Molecular formula: C17H24N2O4
Method: DFT, ωB97M-V with the def2-TZVPD basis set

Structure (XYZ):
```
47
C17H24N2O4 (ωB97M-V with the def2-TZVPD basis set)
C -4.51 -1.98 0.57
O -3.54 -1.00 0.91
C -3.32 -0.06 -0.02
O -3.98 0.09 -1.00
C -2.18 0.87 0.42
C -1.78 1.78 -0.76
C -0.40 2.34 -0.58
C -0.13 3.26 0.43
C 1.15 3.73 0.63
C 2.19 3.27 -0.17
C 1.93 2.36 -1.17
C 0.65 1.89 -1.37
N -1.08 0.07 0.91
C -0.68 -0.99 0.12
O -1.35 -1.35 -0.83
N 0.44 -1.65 0.52
C 1.35 -1.27 1.57
C 2.59 -0.59 0.97
C 3.62 -0.23 2.03
O 3.20 -1.46 0.04
C 2.33 -1.85 -1.01
C 3.11 -2.77 -1.94
C 1.08 -2.54 -0.44
H -4.63 -2.60 1.45
H -4.16 -2.56 -0.28
H -5.46 -1.49 0.31
H -2.55 1.46 1.26
H -2.52 2.58 -0.85
H -1.83 1.19 -1.68
H -0.94 3.63 1.05
H 1.35 4.45 1.41
H 3.20 3.64 -0.01
H 2.74 2.00 -1.80
H 0.45 1.17 -2.15
H -0.38 0.58 1.43
H 0.87 -0.64 2.31
H 1.68 -2.19 2.08
H 2.26 0.33 0.44
H 3.93 -1.12 2.56
H 3.20 0.48 2.74
H 4.49 0.22 1.56
H 2.01 -0.95 -1.55
H 3.99 -2.26 -2.30
H 2.49 -3.07 -2.77
H 3.43 -3.66 -1.39
H 0.37 -2.76 -1.23
H 1.37 -3.47 0.07
```

Properties
Calculated total energy = -1072.7105 a.u.
Spin multiplicity = 1
Energy relative to the best compared isomer or geometry (same formula, charge and spin) = 0.549 eV
SMILES string = COC(=O)[C@H](Cc1ccccc1)NC(=O)N1C[C@@H](C)O[C@@H](C)C1
HOMO = -8.8 eV
HOMO-LUMO gap = 9.49 eV
E_LUMO = 0.025 hartree

---

Molecular formula: C6H5O7S
Method: DFT, ωB97M-V with the def2-TZVPD basis set

Structure (XYZ):
```
19
C6H5O7S (ωB97M-V with the def2-TZVPD basis set)
O 1.11 2.52 0.58
C 0.32 1.62 0.27
C -0.74 1.69 -0.70
C -1.60 0.71 -0.95
C -1.54 -0.50 -0.18
O -2.45 -1.45 -0.46
C -0.56 -0.71 0.74
O -0.46 -1.93 1.33
C 0.55 0.31 0.78
O 1.39 0.29 1.90
S 1.58 -0.51 -0.59
O 0.78 -0.38 -1.79
O 2.83 0.17 -0.59
O 1.58 -1.90 -0.09
H -0.67 2.55 -1.34
H -2.26 0.73 -1.79
H -2.17 -2.26 0.04
H 0.37 -2.07 0.86
H 1.94 1.12 1.99
```

Properties
Calculated total energy = -1156.5495 a.u.
Spin multiplicity = 1
Total charge = -1
Energy relative to the best compared isomer or geometry (same formula, charge and spin) = 0.000 eV
SMILES string = O=C1C=CC(O)=C(O)[C@@]1(O)S(=O)(=O)[O-]
HOMO = -4.5 eV
HOMO-LUMO gap = 7.69 eV
E_LUMO = 0.116 hartree